Entry 1:
{
  "formula": "C39H37AgN2P2S",
  "method": "ωB97M-V/def2-TZVPD",
  "max_force_ev_per_a": 0.4,
  "lumo_ev": 0.32,
  "elements": ["Ag", "C", "S", "C", "C", "C", "N", "P", "C", "C", "C", "C", "C", "C", "C", "C", "C", "C", "C", "C", "P", "C", "C", "C", "C", "C", "C", "C", "C", "C", "C", "C", "C", "H", "H", "H", "H", "H", "H", "H", "H", "H", "H", "H", "H", "H", "H", "H", "H", "H", "H", "H", "H", "H", "H", "H", "H", "H", "H", "H", "H", "H", "C", "C", "C", "C", "N", "C", "C", "C", "C", "C", "C", "C", "H", "H", "H", "H", "H", "H", "H", "H"],
  "xyz": [[-1.16336, 0.19358, -1.93362], [5.54705, -1.52383, 3.15142], [4.24283, -2.11214, 4.25179], [2.96432, -2.49790, 3.03285], [2.35865, -1.28215, 2.35239], [1.28521, -1.69191, 1.35464], [0.64208, -0.56893, 0.66673], [0.95090, -0.16552, -0.97021], [2.03032, -1.47644, -1.61380], [3.41497, -1.49389, -1.45521], [4.15935, -2.56655, -1.92083], [3.52758, -3.63148, -2.54870], [2.15105, -3.62035, -2.71936], [1.40742, -2.54362, -2.25856], [1.97875, 1.34310, -0.99454], [2.98726, 1.62260, -0.07475], [3.68816, 2.81493, -0.13570], [3.38531, 3.74858, -1.11864], [2.37652, 3.48685, -2.03335], [1.67234, 2.29330, -1.96554], [-1.04739, -0.13794, 0.95622], [-1.31277, -0.86805, 2.61860], [-0.82535, -0.35497, 3.81926], [-1.06109, -1.01909, 5.01322], [-1.79337, -2.19918, 5.02408], [-2.29769, -2.71126, 3.83760], [-2.05999, -2.04454, 2.64395], [-0.85597, 1.63761, 1.32635], [-1.90791, 2.47329, 0.96195], [-1.82687, 3.84060, 1.19520], [-0.68737, 4.37700, 1.77165], [0.37945, 3.55081, 2.11106], [0.29599, 2.18731, 1.88492], [6.43583, -1.38142, 3.76315], [5.28854, -0.57314, 2.68804], [5.76272, -2.26750, 2.38434], [2.19972, -3.04597, 3.58836], [3.38754, -3.18759, 2.29729], [3.14168, -0.72630, 1.83338], [1.92792, -0.61568, 3.10464], [0.51787, -2.25801, 1.88767], [1.71727, -2.37612, 0.61940], [3.91831, -0.66228, -0.97759], [5.23492, -2.57050, -1.79805], [4.11221, -4.46499, -2.91642], [1.65855, -4.44212, -3.22263], [0.33264, -2.51614, -2.40318], [3.20296, 0.91973, 0.71983], [4.46550, 3.02486, 0.58837], [3.92887, 4.68390, -1.15956], [2.12117, 4.21903, -2.78825], [0.85573, 2.10006, -2.65353], [-0.26895, 0.57248, 3.82894], [-0.67566, -0.61066, 5.93888], [-1.97919, -2.71292, 5.95857], [-2.88050, -3.62336, 3.84245], [-2.46008, -2.43489, 1.71438], [-2.77455, 2.05766, 0.46089], [-2.64450, 4.48540, 0.89945], [-0.61695, 5.44421, 1.94059], [1.27846, 3.97727, 2.53877], [1.13668, 1.54029, 2.11102], [-4.47210, -3.06060, -2.60109], [-5.57229, -2.23169, -2.76761], [-5.37483, -0.87586, -2.92892], [-4.07930, -0.34813, -2.92985], [-3.02394, -1.16073, -2.74467], [-3.22424, -2.46731, -2.58968], [-3.81658, 1.11139, -3.09908], [-4.79822, 1.91539, -3.68601], [-4.59730, 3.27738, -3.82496], [-3.40780, 3.83704, -3.37423], [-2.43333, 3.02291, -2.81049], [-2.59306, 1.64095, -2.65817], [-4.57493, -4.12905, -2.47306], [-6.57568, -2.63860, -2.76168], [-6.22443, -0.21708, -3.02938], [-2.33335, -3.07072, -2.44837], [-5.71972, 1.48740, -4.06225], [-5.35737, 3.89534, -4.28655], [-3.23870, 4.90364, -3.47249], [-1.51394, 3.49319, -2.47172]]
}



Entry 2:
{
  "formula": "C39H37F3N2O4S",
  "method": "ωB97M-V/def2-TZVPD",
  "max_force_ev_per_a": 1.9,
  "lumo_ev": -0.78,
  "elements": ["C", "C", "O", "O", "C", "O", "C", "C", "C", "C", "O", "C", "C", "C", "C", "C", "C", "C", "C", "C", "C", "C", "C", "C", "N", "S", "N", "C", "H", "H", "H", "H", "H", "H", "H", "H", "H", "H", "H", "H", "H", "H", "H", "H", "H", "H", "H", "H", "H", "H", "F", "C", "C", "C", "C", "C", "C", "H", "H", "H", "H", "H", "F", "C", "C", "C", "C", "C", "C", "H", "H", "H", "H", "H", "F", "C", "C", "C", "C", "C", "C", "H", "H", "H", "H", "H"],
  "xyz": [[-0.05716, 4.43648, -0.41474], [-0.49755, 3.79491, -1.66331], [-1.51572, 4.00358, -2.22192], [0.39575, 2.86968, -2.18339], [-0.16247, 1.62189, -2.27624], [-0.81544, 1.17668, -1.40684], [0.10199, 0.99104, -3.58195], [-0.25791, -0.45629, -3.66389], [0.49495, -1.49960, -3.21945], [1.83112, -1.33005, -2.56747], [1.86872, -0.61151, -1.34560], [1.78764, -1.31334, -0.16113], [1.00649, -2.45708, -0.03819], [0.90598, -3.15922, 1.15962], [0.04558, -4.37888, 1.26146], [1.62636, -2.68296, 2.24833], [2.41421, -1.54638, 2.11572], [2.50899, -0.82523, 0.92918], [3.40105, 0.39855, 0.81905], [2.74174, 1.57344, 0.08494], [3.93303, 0.88363, 2.15140], [0.04050, -2.83492, -3.41675], [-1.14453, -3.15238, -4.02685], [-1.94951, -2.07301, -4.47888], [-3.11590, -2.15252, -5.11846], [-3.57259, -0.63335, -5.42084], [-2.35220, 0.15006, -4.78603], [-1.49767, -0.75103, -4.29295], [-0.57453, 5.36651, -0.26581], [1.01546, 4.57374, -0.44447], [-0.24139, 3.72144, 0.37973], [-0.53901, 1.52195, -4.27984], [1.11336, 1.18555, -3.91413], [2.44715, -0.74782, -3.24667], [2.30974, -2.29692, -2.47193], [0.45489, -2.82074, -0.87967], [-0.64752, -4.42963, 0.43241], [-0.55322, -4.31063, 2.16078], [0.63505, -5.28423, 1.32433], [1.57285, -3.21252, 3.18523], [2.96238, -1.23886, 2.98276], [4.26657, 0.10046, 0.23075], [3.27382, 2.47725, 0.35296], [1.69003, 1.65318, 0.31944], [2.87641, 1.46320, -0.97753], [3.10774, 1.24965, 2.75933], [4.41700, 0.12335, 2.73472], [4.62260, 1.70779, 2.02916], [0.68509, -3.62459, -3.07222], [-1.43090, -4.17766, -4.15332], [-7.60976, 0.35361, 0.98606], [-6.76093, 0.37246, -0.06384], [-7.15137, -0.22224, -1.24616], [-6.27579, -0.19519, -2.32195], [-5.03174, 0.41180, -2.20439], [-4.66384, 1.00123, -1.00249], [-5.53338, 0.98638, 0.07947], [-8.12179, -0.69510, -1.31630], [-6.56872, -0.65153, -3.25883], [-4.36775, 0.42135, -3.06224], [-3.69819, 1.47295, -0.90288], [-5.26886, 1.44439, 1.02335], [6.31136, -0.83835, 1.81702], [6.72624, -2.07683, 2.15638], [7.89988, -2.22007, 2.86720], [8.31153, -3.49812, 3.21569], [7.55516, -4.60247, 2.84769], [6.37888, -4.42931, 2.13107], [5.95243, -3.15643, 1.78158], [8.47546, -1.34540, 3.13848], [9.22616, -3.63050, 3.77721], [7.88216, -5.59662, 3.12025], [5.78852, -5.28801, 1.84173], [5.03363, -2.99577, 1.23159], [-2.08500, 4.90790, 2.39222], [-3.38827, 4.62295, 2.60395], [-4.15164, 4.19612, 1.53613], [-5.48641, 3.88932, 1.75558], [-6.03509, 4.02091, 3.02382], [-5.24554, 4.45692, 4.07902], [-3.90676, 4.75853, 3.87485], [-3.70375, 4.10442, 0.55455], [-6.09718, 3.54393, 0.93256], [-7.07651, 3.78160, 3.18933], [-5.67159, 4.56177, 5.06742], [-3.27058, 5.09070, 4.68407]]
}



What is the formula in the first record?
C39H37AgN2P2S